Arrangement i

22
Properties=species:S:1:pos:R:3 method="wB97M-V/def2-TZVPD" molar_mass_g_mol=122.2 charge=0 homo_energy_ev=-9.292 gap_ev=9.78
C -2.073 -1.005 2.281
C -1.079 -1.102 1.130
C -0.217 0.142 1.184
C 0.831 0.280 2.001
C 1.670 1.496 1.967
O 1.071 2.753 1.770
H -2.657 -1.900 2.532
H -2.777 -0.181 2.135
H -1.555 -0.861 3.236
H -1.528 -1.108 0.131
H -0.503 -2.021 1.220
H -0.553 0.957 0.555
H 0.946 -0.459 2.785
H 2.446 1.372 1.179
H 2.361 1.629 2.822
H 0.137 2.675 1.599
O 2.735 1.541 -5.160
H 1.989 1.783 -5.737
H 3.271 0.982 -5.731
O -1.592 -2.563 -4.244
H -2.127 -1.788 -3.959
H -0.796 -2.622 -3.696

Arrangement ii

22
Properties=species:S:1:pos:R:3 method="wB97M-V/def2-TZVPD" molar_mass_g_mol=122.2 charge=0 homo_energy_ev=-7.723 gap_ev=4.91
C 0.540 -0.325 -1.756
C -0.792 -1.020 -1.394
C -2.415 1.405 0.863
O 0.735 1.448 0.992
C -1.793 0.293 0.429
C -1.672 0.012 -0.931
H 1.333 -1.062 -1.828
H 0.459 0.253 -2.676
H 0.808 0.344 -0.947
H -1.191 -1.727 -2.123
H -0.541 -1.608 -0.506
H -2.884 2.091 0.167
H -2.348 1.695 1.906
H 1.020 2.302 1.335
H -1.267 -0.333 1.139
H -2.112 0.742 -1.623
H 1.837 -1.188 0.963
H 3.679 0.094 0.565
O 2.734 -0.022 0.458
H 0.859 -2.364 1.566
H 1.643 0.913 0.830
O 1.019 -1.773 0.828

Stability summary: most stable arrangement i, least stable arrangement ii.

Arrangement i

10
Properties=species:S:1:pos:R:3 method="wB97M-V/def2-TZVPD" molar_mass_g_mol=71.1 charge=0 homo_energy_ev="-7.663 / -7.664" gap_ev="7.94 / 7.94"
O -1.219 -0.572 -0.724
C -1.153 0.087 0.592
C 0.136 -0.776 0.809
N 0.354 -0.227 -0.583
C -0.190 1.105 -0.117
H 0.911 -0.460 1.519
H -0.001 -1.861 0.793
H 1.181 -0.395 -1.215
H 0.542 1.685 0.459
H -0.610 1.678 -0.949

Arrangement ii

10
Properties=species:S:1:pos:R:3 method="wB97M-V/def2-TZVPD" molar_mass_g_mol=71.1 charge=0 homo_energy_ev="-10.002 / -8.457" gap_ev="9.68 / 6.91"
C 0.872 -1.010 -0.659
O -0.403 -0.382 -0.632
C -0.700 1.419 0.335
C -0.891 0.078 0.756
N -1.223 -0.507 1.755
H 0.749 -2.091 -0.543
H 1.512 -0.644 0.156
H 1.345 -0.808 -1.623
H -1.514 2.027 -0.057
H 0.252 1.916 0.512

Arrangement iii

10
Properties=species:S:1:pos:R:3 method="wB97M-V/def2-TZVPD" molar_mass_g_mol=71.1 charge=0 homo_energy_ev=-9.828 gap_ev=10.29
C 1.027 -0.387 0.707
N 1.935 -1.244 0.704
C 0.915 -1.181 -0.489
H 0.599 0.408 1.275
H 1.307 -0.857 -1.459
H 0.179 -1.985 -0.543
C -1.537 1.299 -0.036
O -0.372 1.517 -0.197
H -1.873 0.229 0.027
H -2.181 2.202 0.011

Arrangement iv

10
Properties=species:S:1:pos:R:3 method="wB97M-V/def2-TZVPD" molar_mass_g_mol=71.1 charge=0 homo_energy_ev=-9.662 gap_ev=10.41
O 1.974 1.196 -1.464
C 0.931 1.279 -0.691
N 0.045 0.184 -0.361
C -0.896 -0.044 0.671
C -0.009 -1.255 0.174
H 0.436 2.311 -0.335
H -0.594 0.118 1.663
H -2.005 -0.246 0.305
H -0.733 -1.665 -0.532
H 0.850 -1.878 0.570

Stability summary: most stable arrangement iv, least stable arrangement i.

Arrangement i

10
Properties=species:S:1:pos:R:3 method="wB97M-V/def2-TZVPD" molar_mass_g_mol=97.1 charge=0 homo_energy_ev="-9.728 / -9.728" gap_ev="8.60 / 8.59"
O -2.499 0.775 -0.487
C -1.646 0.062 -0.815
C -0.380 -0.351 -0.145
N 0.053 -1.463 -0.505
O 1.814 -1.097 0.132
C 1.610 0.023 0.714
C 0.356 0.566 0.596
H -1.721 -0.458 -1.753
H 2.431 0.450 1.264
H -0.019 1.493 0.999

Arrangement ii

10
Properties=species:S:1:pos:R:3 method="wB97M-V/def2-TZVPD" molar_mass_g_mol=97.1 charge=0 homo_energy_ev=-10.314 gap_ev=10.45
C -2.958 -0.379 0.014
C -1.834 -0.024 -0.036
C -0.387 0.408 -0.005
O 0.023 1.563 0.033
N 0.354 -0.711 -0.076
C 1.735 -0.758 0.057
O 2.497 0.163 -0.028
H -3.895 -0.915 0.156
H -0.186 -1.590 -0.122
H 2.100 -1.813 0.276

Stability summary: most stable arrangement ii, least stable arrangement i.

Arrangement i

10
Properties=species:S:1:pos:R:3 method="wB97M-V/def2-TZVPD" molar_mass_g_mol=97.1 charge=0 homo_energy_ev=-9.733 gap_ev=9.13
O -2.709 -0.231 0.461
C -1.545 -0.110 -0.168
N -1.031 1.049 -0.418
C 0.280 1.100 0.031
C 1.188 0.116 0.453
C 0.691 -1.075 -0.092
O -0.659 -1.152 -0.289
H 0.467 2.259 -0.398
H 2.157 0.184 0.794
H 1.161 -2.139 -0.375

Arrangement ii

10
Properties=species:S:1:pos:R:3 method="wB97M-V/def2-TZVPD" molar_mass_g_mol=97.1 charge=0 homo_energy_ev=-9.388 gap_ev=9.04
N 1.894 -0.479 0.299
C 1.081 0.240 -0.466
C 0.092 -0.822 -0.343
C -1.171 -0.410 0.124
C -1.486 0.911 0.079
O -1.947 1.963 0.096
O 0.872 1.423 -0.724
H 2.314 0.097 1.036
H 0.306 -1.853 -0.584
H -1.954 -1.070 0.482

Stability summary: most stable arrangement ii, least stable arrangement i.

Arrangement i

17
Properties=species:S:1:pos:R:3 method="wB97M-V/def2-TZVPD" molar_mass_g_mol=102.1 charge=+2 homo_energy_ev=-17.413 gap_ev=9.99
C 0.809 0.112 1.055
C -0.502 -0.669 1.160
C 1.974 -0.566 0.549
N -1.029 -1.602 1.969
N 3.151 -0.065 0.682
N -0.413 0.083 0.210
N -2.325 1.249 -2.762
H 0.937 0.926 1.717
H 2.007 -1.623 0.062
H -0.696 -1.736 2.905
H -1.992 -1.619 2.072
H 4.054 -0.490 0.575
H 3.279 0.859 1.105
H -2.023 0.827 -3.620
H -3.026 0.648 -2.434
H -2.675 2.208 -2.982
H -1.527 1.457 -2.264

Arrangement ii

17
Properties=species:S:1:pos:R:3 method="wB97M-V/def2-TZVPD" molar_mass_g_mol=102.1 charge=+2 homo_energy_ev=-18.609 gap_ev=9.22
C -2.616 -0.392 0.159
N -1.262 -0.793 0.048
C -0.151 0.279 0.068
N -0.545 1.491 -0.140
N 1.114 -0.325 0.018
C 2.358 0.180 -0.008
N 3.385 -0.554 0.059
H -2.802 0.230 -0.719
H -3.220 -1.416 -0.143
H -3.053 0.245 0.921
H -0.825 -1.636 0.528
H -1.525 1.655 -0.222
H 0.134 2.253 -0.054
H 1.157 -1.343 0.179
H 2.424 1.230 0.115
H 4.329 -0.196 0.056
H 3.453 -1.580 0.135

Arrangement iii

17
Properties=species:S:1:pos:R:3 method="wB97M-V/def2-TZVPD" molar_mass_g_mol=102.1 charge=+2 homo_energy_ev=-18.964 gap_ev=11.23
C 1.608 0.996 0.233
C -2.666 0.313 -0.371
C 0.916 -1.342 0.035
N -2.022 0.446 -1.296
N -3.398 -0.139 0.623
N 2.867 0.744 -0.176
N 0.619 0.040 0.299
H 1.348 1.952 0.636
H 1.620 -1.851 0.659
H 1.241 -1.488 -0.945
H 0.072 -1.943 0.025
H -1.313 0.662 -2.051
H -0.307 0.441 0.470
H -4.391 0.091 0.634
H -2.915 -0.305 1.498
H 3.478 1.566 -0.220
H 3.242 -0.184 -0.052

Stability summary: most stable arrangement i, least stable arrangement ii.

Arrangement i

16
Properties=species:S:1:pos:R:3 method="wB97M-V/def2-TZVPD" molar_mass_g_mol=101.1 charge=+1 homo_energy_ev=-13.854 gap_ev=8.92
C 2.072 -0.571 -0.633
C 1.911 -0.475 0.798
C -2.625 0.042 0.313
C 0.315 1.209 -0.404
N 1.219 0.413 -0.053
N -1.400 -0.162 -0.256
O -1.033 -1.234 -0.710
H 3.087 -0.096 -0.940
H 1.733 -1.454 -1.184
H 1.250 -1.092 1.408
H 2.702 0.024 1.350
H -3.104 -0.892 0.503
H -3.403 0.458 -0.274
H -2.581 0.821 1.104
H 0.108 1.290 -1.468
H -0.251 1.718 0.446

Arrangement ii

16
Properties=species:S:1:pos:R:3 method="wB97M-V/def2-TZVPD" molar_mass_g_mol=101.1 charge=+1 homo_energy_ev=-14.242 gap_ev=11.14
C -1.734 0.372 -0.258
C -0.626 -0.594 -0.469
N -0.874 -1.830 -0.862
N 0.564 -0.093 -0.385
C 1.789 -0.371 0.292
C 1.369 1.038 0.473
O 0.659 1.333 1.620
H -1.328 1.047 0.478
H -1.796 0.889 -1.117
H -2.744 -0.005 -0.118
H -1.850 -2.049 -1.047
H -0.227 -2.598 -1.104
H 2.639 -0.394 -0.394
H 1.818 -1.048 1.165
H 1.822 1.964 0.021
H 0.518 2.338 1.705

Stability summary: most stable arrangement ii, least stable arrangement i.

Arrangement i

12
Properties=species:S:1:pos:R:3 method="wB97M-V/def2-TZVPD" molar_mass_g_mol=73.1 charge=0 homo_energy_ev=-9.511 gap_ev=9.98
C 0.683 -1.895 -0.488
C 0.384 -0.542 -0.917
N 0.053 0.289 -1.662
H 0.740 -2.558 -1.351
H -0.101 -2.253 0.180
H 1.638 -1.905 0.038
C -0.574 1.464 1.073
O -0.798 2.202 -0.054
H -0.197 2.097 1.886
H -1.452 0.896 1.403
H 0.167 0.603 0.779
H -0.542 1.601 -0.887

Arrangement ii

12
Properties=species:S:1:pos:R:3 method="wB97M-V/def2-TZVPD" molar_mass_g_mol=73.1 charge=0 homo_energy_ev=-7.626 gap_ev=8.28
C -1.668 0.096 -0.121
C -0.352 0.538 0.487
C 0.874 0.192 -0.053
N 1.161 -1.131 0.092
O 1.878 1.074 -0.267
H -2.357 -0.201 0.673
H -1.549 -0.766 -0.779
H -2.144 0.905 -0.679
H -0.398 1.526 0.931
H 1.703 -1.570 -0.651
H 0.120 -1.295 0.543
H 2.732 0.631 -0.176

Arrangement iii

12
Properties=species:S:1:pos:R:3 method="wB97M-V/def2-TZVPD" molar_mass_g_mol=73.1 charge=0 homo_energy_ev=-9.663 gap_ev=10.55
C 1.503 -0.023 1.080
N 0.196 0.404 0.632
C -0.255 0.146 -0.633
C -1.751 0.332 -0.814
O 0.470 -0.256 -1.528
H 1.958 -0.582 0.261
H 1.412 -0.674 1.955
H 2.153 0.818 1.340
H -0.445 0.774 1.314
H -2.297 -0.222 -0.042
H -2.030 -0.058 -1.793
H -2.039 1.387 -0.754

Arrangement iv

12
Properties=species:S:1:pos:R:3 method="wB97M-V/def2-TZVPD" molar_mass_g_mol=73.1 charge=0 homo_energy_ev=-9.223 gap_ev=10.25
C 1.212 0.340 0.023
C -0.147 -0.376 -0.198
N -0.716 -0.861 1.038
C -1.078 0.566 -0.917
O -1.513 0.364 -2.019
H 1.637 0.151 1.010
H 1.140 1.436 -0.053
H 2.036 0.129 -0.663
H 0.089 -1.184 -0.890
H -0.748 -0.207 1.809
H -0.431 -1.801 1.240
H -1.483 1.441 -0.382

Stability summary: most stable arrangement iii, least stable arrangement ii.

Arrangement i

23
Properties=species:S:1:pos:R:3 method="wB97M-V/def2-TZVPD" molar_mass_g_mol=129.2 charge=0 homo_energy_ev=-9.982 gap_ev=10.67
C -2.200 0.388 1.484
N -1.544 0.508 0.415
C -2.159 1.122 -0.761
C -1.519 2.458 -1.059
H -3.186 0.730 1.773
H -1.641 -0.113 2.283
H -1.956 0.400 -1.562
H -3.251 1.126 -0.642
H -2.131 3.238 -0.594
H -0.602 2.616 -0.477
H -1.211 2.614 -2.088
O 1.836 -0.427 1.695
H 1.464 0.453 1.797
H 2.498 -0.373 1.004
O 1.291 -1.561 -1.282
H 0.389 -1.257 -1.335
H 1.529 -2.473 -1.422
O 0.421 -2.521 0.940
H -0.196 -1.800 1.091
H 0.979 -2.568 1.718
O 2.613 0.653 -1.276
H 2.493 -0.292 -1.044
H 2.397 0.659 -2.210

Arrangement ii

23
Properties=species:S:1:pos:R:3 method="wB97M-V/def2-TZVPD" molar_mass_g_mol=129.2 charge=0 homo_energy_ev=-9.777 gap_ev=5.04
C -0.261 -1.113 0.320
C -0.446 0.463 0.557
C -1.721 0.989 -0.068
N 0.626 1.125 0.017
H -1.287 -1.489 0.436
H 0.030 -1.224 -0.716
H 0.464 -1.532 1.005
H -2.138 0.049 -0.691
H -2.514 1.144 0.657
H 0.703 0.901 -1.111
H 1.395 0.985 0.738
H -4.183 -1.110 0.341
H 0.389 0.620 -3.105
O 0.442 0.271 -2.215
H 2.003 -0.422 -1.242
H 2.581 0.028 2.478
O 2.708 -0.529 -0.579
H -2.282 -0.497 -1.281
H 2.577 -0.190 0.349
O 1.942 0.018 1.759
H -0.423 0.631 1.639
H -1.541 1.790 -0.754
O -3.226 -0.942 0.349

Stability summary: most stable arrangement i, least stable arrangement ii.

Arrangement i

11
Properties=species:S:1:pos:R:3 method="wB97M-V/def2-TZVPD" molar_mass_g_mol=83.1 charge=0 homo_energy_ev=-8.543 gap_ev=9.37
O -1.818 1.307 0.040
C -0.682 0.564 0.000
C 0.605 0.908 -0.206
C 1.353 -0.323 -0.192
C 0.496 -1.332 0.102
N -0.809 -0.815 0.289
H -2.295 1.092 -0.775
H 0.970 1.911 -0.346
H 2.415 -0.410 -0.383
H 0.683 -2.396 0.193
H -0.918 -0.506 1.278

Arrangement ii

11
Properties=species:S:1:pos:R:3 method="wB97M-V/def2-TZVPD" molar_mass_g_mol=83.1 charge=0 homo_energy_ev=-9.715 gap_ev=10.69
O -1.522 1.568 0.987
C -0.856 0.689 0.522
C -1.007 -0.500 -0.517
N 0.335 -0.980 -0.119
C 1.261 0.108 -0.386
C 0.485 0.102 0.884
H -1.768 -1.194 -0.141
H -1.115 -0.439 -1.609
H 1.010 0.881 -1.117
H 2.302 -0.198 -0.379
H 0.891 -0.067 1.876

Stability summary: most stable arrangement i, least stable arrangement ii.

Arrangement i

21
Properties=species:S:1:pos:R:3 method="wB97M-V/def2-TZVPD" molar_mass_g_mol=104.2 charge=+1 homo_energy_ev=-13.827 gap_ev=11.20
C -0.545 2.119 -0.009
C -1.534 0.984 -0.171
N -0.893 -0.329 0.145
C -1.782 -1.506 -0.055
H 0.307 2.000 -0.677
H -1.041 3.059 -0.244
H -0.190 2.184 1.020
H -2.391 1.086 0.490
H -1.902 0.909 -1.191
H -0.576 -0.323 1.115
H -0.009 -0.450 -0.425
H -2.669 -1.393 0.558
H -1.237 -2.407 0.212
H -2.067 -1.550 -1.104
N 2.354 -0.242 1.040
C 2.422 -0.906 -0.151
N 1.589 -0.681 -1.092
H 3.139 -0.364 1.661
H 2.016 0.711 1.003
H 3.208 -1.657 -0.217
H 1.802 -1.244 -1.908

Arrangement ii

21
Properties=species:S:1:pos:R:3 method="wB97M-V/def2-TZVPD" molar_mass_g_mol=104.2 charge=+1 homo_energy_ev=-13.996 gap_ev=8.53
C -3.143 0.433 -0.182
C 1.852 -0.734 1.183
C 0.393 -2.213 0.203
C 0.841 1.326 -0.391
N 0.990 2.136 -1.563
N 0.351 0.043 -0.527
N 0.798 -0.837 0.199
H -2.327 0.652 -0.831
H -4.011 -0.117 -0.716
H -3.655 1.377 0.197
H 1.530 -0.259 2.114
H 2.200 -1.735 1.436
H 2.692 -0.119 0.898
H -0.020 -2.520 -0.733
H 1.321 -2.823 0.358
H -0.256 -2.338 0.988
H 0.281 1.845 0.365
H 1.843 1.267 0.147
H 0.641 1.700 -2.366
H -2.782 -0.132 0.654
H 0.460 3.047 -1.433

Stability summary: most stable arrangement i, least stable arrangement ii.

Arrangement i

21
Properties=species:S:1:pos:R:3 method="wB97M-V/def2-TZVPD" molar_mass_g_mol=104.2 charge=+1 homo_energy_ev=-13.447 gap_ev=10.47
C -1.665 -1.162 0.111
C -0.812 -0.018 0.559
N -1.275 1.269 -0.072
C 0.693 -0.120 0.048
C 1.654 0.819 0.854
N 1.253 -1.447 -0.036
N 0.666 0.451 -1.295
H -1.825 -1.411 -0.853
H -1.410 -2.055 0.503
H -2.623 -1.086 0.445
H -0.976 0.257 1.643
H -1.545 1.952 0.599
H -2.095 1.004 -0.582
H 2.332 1.305 0.306
H 2.111 0.366 1.746
H 1.111 1.648 1.154
H 0.855 -2.140 0.513
H 1.980 -1.513 -0.662
H 1.406 1.031 -1.638
H -0.309 0.965 -1.222
H 0.474 -0.116 -2.119

Arrangement ii

21
Properties=species:S:1:pos:R:3 method="wB97M-V/def2-TZVPD" molar_mass_g_mol=104.2 charge=+1 homo_energy_ev=-13.961 gap_ev=10.80
C 0.108 -0.779 1.639
C 1.440 -0.295 -0.325
N 0.487 -0.940 0.269
N 2.161 0.795 0.110
N 1.868 -0.703 -1.634
H 0.132 -1.696 -0.213
H 1.891 1.437 0.785
H 2.771 1.156 -0.639
H 1.654 -1.639 -1.785
H 2.579 -0.326 -2.237
H 0.889 -0.936 2.326
H -0.540 -1.680 1.925
H -0.306 0.164 1.987
C -2.702 0.536 0.547
C -2.880 1.210 -0.746
H -3.323 -0.344 0.802
H -1.699 0.348 0.807
H -2.852 1.166 1.481
H -3.320 0.522 -1.551
H -1.911 1.495 -1.095
H -3.379 2.237 -0.493

Stability summary: most stable arrangement ii, least stable arrangement i.

Arrangement i

21
Properties=species:S:1:pos:R:3 method="wB97M-V/def2-TZVPD" molar_mass_g_mol=104.2 charge=+1 homo_energy_ev=-13.859 gap_ev=10.96
N 0.669 1.866 -0.651
C -0.783 1.706 -0.719
C -1.314 0.246 -0.710
C -0.620 -0.705 0.357
N 0.089 0.079 1.402
C 0.402 -1.530 -0.353
N 1.379 -2.063 0.640
H 1.145 2.059 -1.517
H 0.899 2.633 -0.027
H -1.174 2.192 -1.612
H -1.358 2.188 0.069
H -1.355 -0.301 -1.640
H -2.332 0.331 -0.316
H -1.353 -1.284 0.923
H -0.387 0.783 1.931
H 0.817 0.619 0.857
H 0.730 -0.623 1.833
H 1.070 -0.891 -0.928
H -0.091 -2.354 -0.863
H 2.324 -1.959 0.329
H 1.241 -2.993 0.996

Arrangement ii

21
Properties=species:S:1:pos:R:3 method="wB97M-V/def2-TZVPD" molar_mass_g_mol=104.2 charge=+1 homo_energy_ev=-14.305 gap_ev=10.75
C -0.710 1.883 0.063
C 0.689 0.696 -1.667
N -0.501 1.284 -1.258
N 0.916 0.239 -2.888
N 1.824 0.612 -0.815
H -1.340 0.832 -1.731
H 0.716 0.670 -3.763
H 1.631 -0.407 -3.034
H 2.041 1.191 0.034
H 2.765 0.175 -1.130
H -0.359 1.139 0.816
H -1.801 2.074 0.273
H -0.156 2.721 0.248
C -1.224 -1.713 2.520
C -0.325 -1.494 1.185
H -0.473 -2.224 3.121
H -1.474 -0.826 2.959
H -1.985 -2.461 2.425
H -0.194 -0.452 0.922
H -0.665 -2.099 0.439
H 0.627 -1.841 1.281

Arrangement iii

21
Properties=species:S:1:pos:R:3 method="wB97M-V/def2-TZVPD" molar_mass_g_mol=104.2 charge=+1 homo_energy_ev=-13.158 gap_ev=9.96
N -1.512 0.637 -1.874
C -0.918 -0.695 -1.889
C 0.426 -0.558 -1.066
C 0.231 0.219 0.232
N -1.073 0.226 0.924
C 1.318 -0.168 1.273
N 1.009 0.619 2.524
H -0.872 1.291 -2.335
H -2.298 0.572 -2.529
H -1.450 -1.552 -1.470
H -0.756 -1.178 -2.877
H 0.765 -1.589 -0.886
H 1.204 -0.443 -1.816
H 0.475 1.303 -0.022
H -1.700 0.729 0.302
H -1.374 -0.741 0.804
H 1.403 -1.195 1.559
H 2.251 0.227 0.845
H 1.188 0.014 3.321
H 1.665 1.379 2.706
H 0.019 0.902 2.276

Stability summary: most stable arrangement i, least stable arrangement ii.